No. 1
Molecular formula: H8O4
Method: DFT, the ωB97M-V functional and the def2-TZVPD basis

Last column: Mulliken charge in e.
Element x y z (Å)
O: 0.612 0.723 0.759  -0.700
H: 0.500 -0.094 0.205  0.406
H: 1.432 0.711 1.244  0.285
O: 0.743 -1.072 -1.219  -0.664
H: 1.570 -0.809 -1.599  0.293
H: 0.530 -2.020 -1.436  0.334
O: -0.640 2.906 -0.239  -0.657
H: -0.654 3.688 0.346  0.310
H: -0.333 2.124 0.241  0.396
O: -1.579 -2.276 0.525  -0.607
H: -0.894 -2.198 -0.073  0.280
H: -1.288 -1.683 1.247  0.324

The value obtained for the total energy is -305.7382 Ha. The orbital gap comes out at 10.53 eV. The calculation puts the energy above the lowest of the compared OMol25 structures with the same formula, charge and spin at 1.115 eV. As for the SMILES: O.O.O.O. The LUMO energy comes out at 0.12 eV.



No. 2
Molecular formula: H8O4
Method: DFT, the ωB97M-V functional and the def2-TZVPD basis

Last column: Mulliken charge in e.
Element x y z (Å)
O: 2.341 -2.705 2.458  -0.638
H: 3.103 -2.980 2.968  0.319
H: 2.574 -1.838 2.127  0.319
O: -2.059 3.678 2.196  -0.637
H: -2.816 3.247 2.593  0.319
H: -2.133 4.592 2.468  0.318
O: 1.543 -0.225 -4.432  -0.640
H: 1.289 0.108 -3.572  0.320
H: 0.840 -0.828 -4.674  0.319
O: -1.744 -0.968 -1.052  -0.639
H: -1.040 -1.583 -0.847  0.321
H: -1.897 -0.497 -0.233  0.318

The value obtained for the total energy is -305.7364 Ha. The orbital gap comes out at 11.95 eV. The calculation puts the energy above the lowest of the compared OMol25 structures with the same formula, charge and spin at 1.166 eV. As for the SMILES: O.O.O.O. The LUMO energy comes out at 0.49 eV.



No. 3
Molecular formula: H8OSi4
Method: DFT, the ωB97M-V functional and the def2-TZVPD basis

Last column: Mulliken charge in e.
Element x y z (Å)
O: -1.179 0.190 0.476  0.059
Si: -1.201 -0.700 -0.907  0.250
Si: -0.702 0.301 1.997  0.253
Si: 0.989 -0.346 -1.655  0.225
Si: 2.309 0.952 -0.432  0.066
H: -1.257 -2.115 -0.630  -0.112
H: -2.351 -0.088 -1.568  -0.096
H: -1.617 1.137 2.589  -0.115
H: -0.422 -0.966 2.623  -0.087
H: 1.819 -1.555 -1.708  -0.115
H: 1.151 0.081 -3.116  -0.103
H: 1.334 1.954 0.085  -0.087
H: 1.128 1.155 2.246  -0.138

The value obtained for the total energy is -1237.8835 Ha. The orbital gap comes out at 6.91 eV. The calculation puts the energy above the lowest of the compared OMol25 structures with the same formula, charge and spin at 0.849 eV. The LUMO energy comes out at -1.17 eV.



Number 1: HOMO -10.406 eV. Number 2: HOMO -11.454 eV. Number 3: HOMO -8.082 eV.